This record from OMol25 describes a molecular structure, C35H79CuN8O13. The level of theory is the ωB97M-V functional and the def2-TZVPD basis.

```
136
Properties=species:S:1:pos:R:3
Cu 19.0227 -2.5324 -6.0081
C 19.5755 -9.1256 -0.2737
C 19.8544 -7.8715 -1.0853
N 19.7677 -6.6622 -0.2746
C 20.2777 -6.4718 0.9849
C 20.0242 -5.2003 1.3249
N 19.3692 -4.6251 0.2695
C 19.2590 -5.5123 -0.7045
C 18.9528 -3.2209 0.1648
H 18.6342 -9.0649 0.2710
H 20.3754 -9.2973 0.4465
H 19.5206 -9.9784 -0.9443
H 19.1646 -7.8320 -1.9215
H 20.8697 -7.9798 -1.4779
H 20.8509 -7.2347 1.4760
H 20.2617 -4.6160 2.1938
H 18.6993 -5.3183 -1.6073
H 17.8760 -3.1929 0.3214
H 19.2445 -2.8010 -0.7853
H 19.3789 -2.6869 1.0094
C 17.4935 -7.0008 -7.7430
C 18.0673 -6.7315 -6.3643
N 19.3040 -7.5303 -6.1758
C 19.3513 -8.8853 -5.9559
C 20.6478 -9.2267 -5.8646
N 21.3676 -8.0846 -6.1022
C 20.5226 -7.0833 -6.2811
C 22.8322 -8.0398 -6.1502
H 16.5705 -6.4612 -7.9254
H 17.3332 -8.0640 -7.9166
H 18.2138 -6.6448 -8.4864
H 17.3571 -6.9317 -5.5633
H 18.3570 -5.6824 -6.2850
H 18.4643 -9.4672 -5.8231
H 21.0908 -10.1758 -5.6264
H 20.8026 -6.0624 -6.4681
H 23.2312 -8.9755 -5.7831
H 23.2012 -7.2300 -5.5207
H 23.1782 -7.8460 -7.1624
N 16.9192 -3.8398 -3.6637
O 17.4501 -3.3802 -4.7273
O 17.2021 -3.2872 -2.5706
O 15.9941 -4.6857 -3.7217
C 14.6795 -3.0090 -0.0706
C 14.2100 -4.4220 0.1470
O 14.1653 -4.6697 1.5435
C 13.5290 -5.8039 1.8865
O 13.1669 -6.6403 1.1133
O 13.4012 -5.8424 3.2014
C 12.7420 -6.9990 3.7222
H 14.8938 -2.8305 -1.1273
H 15.5763 -2.7956 0.5133
H 13.9517 -2.2352 0.1907
H 14.9033 -5.1270 -0.3224
H 13.2148 -4.5945 -0.2706
H 12.6643 -6.8567 4.7968
H 13.3184 -7.8999 3.5250
H 11.7258 -7.0897 3.3411
C 12.8976 2.1741 -5.6616
O 13.8964 1.4993 -4.9348
C 14.1419 0.2034 -5.4028
C 15.2002 -0.4228 -4.5306
N 16.3481 0.4311 -4.4080
C 17.1424 0.1268 -3.2271
C 18.3252 1.0903 -3.1199
O 17.9415 2.1840 -2.3595
C 19.0460 2.9375 -1.8723
H 11.8955 1.9117 -5.3137
H 12.9782 1.9516 -6.7362
H 13.0737 3.2428 -5.5679
H 14.4085 0.2006 -6.4708
H 13.2285 -0.4177 -5.3001
H 15.4642 -1.4099 -4.9332
H 14.7216 -0.6252 -3.5550
H 15.9966 1.3856 -4.3588
H 17.5979 -0.8669 -3.2326
H 16.6124 0.2736 -2.2734
H 18.6160 1.4459 -4.1232
H 19.2151 0.6217 -2.6741
H 18.6481 3.8949 -1.5469
H 19.7658 3.1170 -2.6809
H 19.5374 2.4548 -1.0223
C 9.0258 -5.0132 -7.8877
O 8.9255 -4.2738 -6.6868
C 8.0594 -3.1687 -6.7718
C 7.9750 -2.6329 -5.3540
N 9.2891 -2.2908 -4.8568
C 9.5024 -1.8901 -3.4916
C 10.9424 -2.0321 -3.0992
O 11.2843 -3.3701 -3.3265
C 12.6990 -3.5729 -3.4748
H 9.5852 -5.9157 -7.6604
H 9.5708 -4.4834 -8.6814
H 8.0370 -5.2590 -8.2839
H 7.0459 -3.4434 -7.0835
H 8.4741 -2.4184 -7.4575
H 7.5985 -3.4402 -4.7031
H 7.2932 -1.7796 -5.3021
H 9.9902 -2.9701 -5.2180
H 8.8910 -2.5777 -2.8886
H 9.1213 -0.8778 -3.3293
H 11.0257 -1.7857 -2.0312
H 11.6085 -1.3314 -3.6227
H 13.2103 -3.2492 -2.5594
H 13.0795 -3.0119 -4.3370
H 12.9365 -4.6248 -3.5905
C 21.9652 -2.3648 -7.3868
O 20.8159 -1.6805 -6.8849
C 20.6692 -0.3530 -7.4299
C 19.5485 0.2845 -6.6496
N 18.3113 -0.5230 -6.6598
C 17.7741 -0.6107 -8.0281
C 16.5535 -1.5099 -8.1169
O 16.7742 -2.6491 -7.3322
C 15.6776 -3.5249 -7.3808
H 21.9954 -3.3790 -6.9795
H 22.8920 -1.9036 -7.0267
H 21.9587 -2.4282 -8.4766
H 20.4726 -0.3859 -8.5025
H 21.5830 0.2069 -7.2192
H 19.3575 1.3101 -7.0002
H 19.8758 0.4038 -5.6149
H 17.6456 -0.0407 -6.0321
H 18.5248 -1.0904 -8.6600
H 17.5031 0.3684 -8.4368
H 16.4087 -1.8284 -9.1584
H 15.6495 -0.9721 -7.7973
H 15.9107 -4.4009 -6.7910
H 15.4319 -3.7918 -8.4198
H 14.7848 -3.0418 -6.9526
C 15.4263 -7.6052 -2.7323
O 16.0911 -8.8313 -3.0850
H 14.8437 -7.7624 -1.8226
H 16.1900 -6.8583 -2.5501
H 14.7767 -7.2632 -3.5377
H 15.4286 -9.5242 -3.1825
```

## Properties
- HOMO energy (alpha / beta) (Eh) = -0.5230 / -0.5230
- <S²> = 0.75
- charge = +3
- LUMO level (alpha / beta) (eV) = -6.19 / -9.59
- multiplicity = 2
- gap between HOMO and LUMO (alpha / beta) (eV) = 8.045 / 4.642


This record from OMol25 describes 9 unconnected molecules or ions with the total composition C35H79N4O10S. The level of theory is the ωB97M-V functional and the def2-TZVPD basis.

```
129
Properties=species:S:1:pos:R:3
C 0.3640 -3.4226 -0.8126
C 1.4780 -2.3947 -1.3425
N 2.0644 -1.5225 -0.2473
C 3.3881 -1.0235 -0.7557
C 4.1860 -0.1222 0.3025
C 3.5118 1.2860 0.6481
C 3.5447 2.4126 -0.4863
N 2.3518 1.9639 -1.3156
S 2.0387 3.4300 -2.2179
C 1.3708 1.5648 -0.2937
N 0.0662 1.3422 -0.3611
C -0.6729 1.4852 -1.6513
C -1.6698 2.7716 -1.6990
C -1.5552 3.5393 -3.1252
O -3.0641 2.3253 -1.6239
C -3.4165 1.9836 -0.2630
C -4.1245 0.5279 -0.2438
C -4.6908 -0.1053 1.0601
C -5.3266 -1.5403 0.9685
C -5.4508 -2.3303 -0.3742
C -4.8911 -1.6977 -1.6748
C -4.2500 -0.2630 -1.5849
N 2.0676 1.3597 1.0097
C 2.2430 -2.3531 0.9721
C 1.2741 -2.2710 2.2379
O 3.2265 -3.1477 1.0191
H 0.8710 -4.3393 -0.3336
H -0.4489 -2.9562 -0.1614
H -0.1779 -3.8362 -1.7475
H 1.0020 -1.7834 -2.1851
H 2.3152 -3.0202 -1.8438
H 3.1540 -0.4805 -1.7484
H 4.0802 -1.9052 -1.0518
H 5.2065 0.1214 -0.1895
H 4.4527 -0.7547 1.2296
H 4.0893 1.6800 1.5781
H 3.4171 3.3917 0.1157
H 4.5776 2.3791 -0.9670
H 2.1289 3.0009 -3.5569
H -0.4798 1.0637 0.4667
H 0.0346 1.4412 -2.5569
H -1.3659 0.5636 -1.7681
H -1.3933 3.5048 -0.8684
H -0.9622 2.9396 -3.8961
H -2.6223 3.6544 -3.5506
H -1.1282 4.6026 -3.0197
H -2.5108 1.9078 0.4321
H -4.1365 2.7692 0.1781
H -4.6508 0.4427 2.0704
H -5.7701 -2.0564 1.8978
H -5.9397 -3.3567 -0.4315
H -4.9211 -2.2158 -2.7036
H -3.8551 0.1505 -2.5780
H 1.8349 2.0801 1.7182
H 1.1313 -1.1909 2.6187
H 0.2616 -2.7241 1.9449
H 1.7642 -2.9125 3.0602
C -7.9111 2.3967 3.8123
C -7.4236 0.9713 3.6474
O -6.1029 0.8440 4.1628
H -7.2477 3.0920 3.2922
H -8.9232 2.5109 3.4159
H -7.9113 2.6855 4.8664
H -7.4036 0.6930 2.5913
H -8.0770 0.2707 4.1768
H -6.1315 1.0839 5.0991
C 7.0463 -4.3228 -0.3990
C 6.4545 -4.2331 -1.7911
O 5.5436 -5.3038 -2.0073
H 7.5654 -5.2753 -0.2633
H 7.7525 -3.5077 -0.2218
H 6.2591 -4.2779 0.3598
H 7.2403 -4.3002 -2.5461
H 5.9224 -3.2860 -1.9292
H 4.8461 -5.2328 -1.3412
C -3.4065 3.5063 6.4596
C -4.1842 3.4203 5.1609
O -5.5613 3.6915 5.3932
H -3.7997 2.7943 7.1899
H -2.3471 3.2942 6.2953
H -3.5011 4.5021 6.9023
H -4.1051 2.4185 4.7334
H -3.8028 4.1397 4.4286
H -5.6245 4.5826 5.7628
C -5.7418 3.2986 -5.3555
C -5.2536 1.8730 -5.5177
O -3.9306 1.7457 -5.0067
H -5.0800 3.9928 -5.8804
H -6.7547 3.4113 -5.7488
H -5.7396 3.5914 -4.3022
H -5.2368 1.5919 -6.5728
H -5.9054 1.1736 -4.9843
H -3.9557 1.9875 -4.0700
C 4.1084 0.3804 5.9210
C 4.0388 0.2601 4.4121
O 4.0887 1.5525 3.8122
H 3.2808 0.9882 6.2960
H 4.0654 -0.6037 6.3932
H 5.0334 0.8772 6.2272
H 3.1038 -0.2171 4.1094
H 4.8718 -0.3378 4.0291
H 4.9223 1.9648 4.0775
C -9.0861 7.1211 -4.0170
C -8.5920 5.6970 -4.1754
O -7.2703 5.5747 -3.6615
H -8.4256 7.8167 -4.5412
H -10.0985 7.2296 -4.4132
H -9.0875 7.4153 -2.9633
H -8.5716 5.4147 -5.2301
H -9.2427 4.9962 -3.6428
H -7.2976 5.8173 -2.7265
C 9.9088 -2.3884 2.1390
C 9.2955 -1.6471 3.3104
O 7.8782 -1.6007 3.1760
H 9.6479 -1.8992 1.1966
H 10.9971 -2.4263 2.2271
H 9.5243 -3.4112 2.0846
H 9.6648 -0.6202 3.3489
H 9.5428 -2.1385 4.2566
H 7.5578 -2.5124 3.1519
C 5.8005 -9.5759 -3.5159
C 6.4953 -8.5105 -4.3408
O 5.7052 -7.3297 -4.3844
H 4.8198 -9.8092 -3.9386
H 6.3957 -10.4917 -3.4791
H 5.6319 -9.2247 -2.4935
H 6.6424 -8.8566 -5.3661
H 7.4739 -8.2636 -3.9159
H 5.5866 -7.0238 -3.4739
```

## Properties
- HOMO energy (Eh) = -0.3934
- charge = +1
- LUMO level (eV) = -3.23
- multiplicity = 1
- gap between HOMO and LUMO (eV) = 7.475


This record from OMol25 describes 4 unconnected molecules or ions with the total composition C35H80BrNOP2. The level of theory is the ωB97M-V functional and the def2-TZVPD basis.

```
120
Properties=species:S:1:pos:R:3
Br -5.3276 10.3311 -7.8161
C -7.6194 13.7691 -8.4640
C -8.7180 12.7536 -8.3088
O -9.7856 12.9922 -8.7719
N -8.4902 11.5442 -7.4189
H -9.1479 10.7785 -7.4534
H -7.6980 10.9676 -7.6641
C -8.5653 11.9890 -5.9372
H -7.6185 14.0877 -9.5064
H -6.6412 13.3725 -8.1923
H -7.9229 14.6040 -7.8324
H -8.2338 11.1927 -5.2708
H -9.5209 12.3790 -5.5865
H -7.7703 12.7305 -5.8583
C -5.4414 14.7230 -5.8501
C -3.9058 14.9360 -5.6108
C -3.3474 13.7373 -4.8056
C -3.2580 12.4500 -5.5737
P -2.4108 11.0546 -4.7526
C -0.7171 11.4283 -4.2279
C -0.6200 12.2257 -2.9277
C 0.7886 12.9455 -2.9625
C 0.9602 13.7501 -1.6841
C -2.2169 9.4303 -5.5374
C -1.6739 9.3554 -7.0122
C -0.5782 8.3839 -7.3408
C 0.7698 8.9576 -7.1430
C -3.3275 10.8187 -3.2268
C -4.7933 10.2665 -3.4802
C -5.5594 10.1404 -2.1798
C -7.0429 9.9608 -2.5758
H -5.9855 14.5636 -4.9192
H -5.8091 13.8627 -6.4093
H -5.8697 15.6013 -6.3330
H -3.6778 15.8493 -5.0612
H -3.3369 15.1130 -6.5235
H -3.8733 13.6429 -3.8555
H -2.3348 14.0284 -4.5262
H -2.6765 12.6246 -6.4790
H -4.0774 12.0972 -6.1999
H -0.0343 11.8161 -4.9838
H -0.2387 10.4493 -4.2012
H -0.6536 11.5895 -2.0433
H -1.3012 13.0580 -2.7508
H 0.9696 13.5490 -3.8519
H 1.5541 12.1717 -3.0209
H 0.6300 13.2586 -0.7689
H 0.4462 14.7004 -1.5398
H 1.9945 14.0374 -1.4946
H -3.2717 9.2220 -5.7162
H -1.7643 8.6505 -4.9248
H -1.4235 10.3508 -7.3789
H -2.4806 9.1354 -7.7114
H -0.6551 7.9176 -8.3231
H -0.5602 7.5304 -6.6632
H 1.0408 9.8526 -7.7029
H 1.5337 8.2064 -7.3435
H 1.0987 9.2720 -6.1526
H -3.4327 11.6887 -2.5785
H -2.5476 10.2668 -2.7021
H -4.7964 9.3098 -4.0026
H -5.3255 11.0028 -4.0825
H -5.3954 11.0599 -1.6179
H -5.1405 9.3572 -1.5480
H -7.4508 9.5858 -1.6372
H -7.0214 9.1282 -3.2791
H -7.6942 10.7812 -2.8773
C -9.2314 11.7814 -12.5156
C -8.2495 10.8034 -11.8481
C -6.9488 10.7233 -12.7594
C -5.6364 10.2652 -12.0416
P -5.2721 8.4417 -11.8273
C -3.5701 8.0914 -11.4191
C -2.5771 8.5948 -12.4588
C -1.1661 8.6218 -11.9099
C -0.9539 9.8258 -11.0744
C -6.2740 7.7719 -10.6061
C -5.7386 6.5654 -9.8259
C -6.7029 5.9656 -8.7065
C -7.5838 6.8344 -7.8969
C -5.5460 7.3857 -13.3485
C -6.9900 6.7070 -13.4804
C -7.5081 6.0585 -14.8376
C -7.6729 6.9778 -16.0209
H -8.8305 12.7931 -12.5765
H -10.2078 11.7215 -12.0348
H -9.4306 11.4741 -13.5422
H -8.7110 9.8160 -11.8383
H -7.9944 11.0318 -10.8133
H -6.8576 11.6950 -13.2447
H -7.1038 10.0764 -13.6229
H -5.1848 10.6868 -11.1436
H -4.7568 10.4651 -12.6536
H -3.4145 7.0180 -11.3110
H -3.4022 8.5763 -10.4575
H -2.8967 9.6026 -12.7236
H -2.6784 7.9100 -13.3008
H -0.4154 8.7204 -12.6940
H -0.8911 7.6785 -11.4380
H -1.6611 9.8578 -10.2456
H -1.2458 10.7603 -11.5535
H 0.0749 10.0508 -10.7930
H -7.2658 7.6392 -11.0382
H -6.4078 8.5289 -9.8334
H -4.8389 6.8366 -9.2735
H -5.4028 5.7918 -10.5164
H -6.0638 5.5603 -7.9220
H -7.3800 5.2213 -9.1255
H -7.3494 7.8989 -7.8895
H -7.7357 6.4580 -6.8853
H -8.5573 6.8428 -8.3871
H -4.7506 6.6417 -13.3030
H -5.3695 8.0767 -14.1727
H -7.7223 7.5006 -13.3321
H -6.9991 5.9886 -12.6607
H -8.4993 5.6262 -14.7007
H -6.9886 5.1483 -15.1371
H -7.8689 6.4850 -16.9732
H -6.8663 7.7058 -16.1077
H -8.6016 7.5254 -15.8603
```

## Properties
- HOMO energy (Eh) = -0.4969
- charge = +2
- LUMO level (eV) = -4.42
- multiplicity = 1
- gap between HOMO and LUMO (eV) = 9.095
- energy relative to the best compared isomer or geometry (same formula, charge and spin) (kcal per mole) = 103.61


Number 1: F_max 1.95 eV/A, energy -120724.0617 eV. Number 2: F_max 4.27 eV/A, energy -74830.8974 eV. Number 3: F_max 2.88 eV/A, energy -129735.8819 eV.